# 1
The ion C5H9FN with charge +1. Source: the Open Molecules 2025 dataset; level of theory: the ωB97M-V functional and the def2-TZVPD basis.

Results
- Energy above the lowest of the compared OMol25 structures with the same formula, charge and spin: 8.4 kcal/mol
- HOMO energy: -13.8 eV
- SMILES: CC1=C(F)C[NH2+]C1
- Frontier orbital gap: 9.868 eV
- E_LUMO: -3.928 eV

```
! RIJCOSX wB97M-V def2-TZVPD def2/J DEFGRID3
* xyz 1 1
C -2.23550 -0.11277 0.20297
C -0.78646 0.25294 0.08563
C -0.22112 1.44886 0.04548
F -0.85969 2.58278 0.17729
C 1.24455 1.43614 -0.27146
N 1.54615 -0.03262 -0.12245
C 0.24792 -0.82348 0.03590
H -2.42636 -0.69035 -0.63532
H -2.80687 0.78638 0.44219
H -2.23524 -0.70557 1.07672
H 1.42171 1.70142 -1.25967
H 1.74833 2.03423 0.37183
H 2.04209 -0.07409 0.70573
H 2.14185 -0.48534 -0.98579
H 0.27512 -1.51061 0.89239
H 0.30509 -1.35049 -0.88226
*
```

# 2
An isolated molecule of C5H9FN2. Source: the Open Molecules 2025 dataset; level of theory: the ωB97M-V functional and the def2-TZVPD basis.

Results
- Energy above the lowest of the compared OMol25 structures with the same formula, charge and spin: 4.8 kcal/mol
- HOMO energy: -8.8 eV
- SMILES: C/N=C1/C[C@H](F)CN1
- Frontier orbital gap: 9.674 eV
- E_LUMO: 0.832 eV

```
! RIJCOSX wB97M-V def2-TZVPD def2/J DEFGRID3
* xyz 0 1
C 1.85400 0.50208 2.17774
N 1.60851 0.78509 0.76098
C 0.65572 0.14464 0.22927
C 0.42243 0.20752 -1.26580
C -1.00760 -0.33977 -1.39947
F -1.80972 0.74980 -1.17970
C -1.15132 -1.26290 -0.24488
N -0.35747 -0.61857 0.76738
H 1.08141 0.96052 2.78829
H 2.84771 0.87694 2.44948
H 1.79270 -0.57732 2.32217
H 0.45830 1.18697 -1.73297
H 1.11661 -0.49618 -1.75401
H -1.16850 -0.71482 -2.38376
H -0.81225 -2.27939 -0.46092
H -2.19645 -1.33736 0.05016
H -0.22875 -1.04251 1.65914
*
```

# 3
A cluster of 2 separate species, C5H9FN3 in total. Source: the Open Molecules 2025 dataset; level of theory: the ωB97M-V functional and the def2-TZVPD basis.

Results
- Energy above the lowest of the compared OMol25 structures with the same formula, charge and spin: 127.2 kcal/mol
- HOMO energy (alpha / beta): -14.6 / -14.4 eV
- Frontier orbital gap (alpha / beta): 7.830 / 7.139 eV
- E_LUMO (alpha / beta): -6.792 / -7.286 eV

```
! RIJCOSX wB97M-V def2-TZVPD def2/J DEFGRID3
* xyz 1 1
C 0.17834 2.20080 0.79695
C 0.63690 1.83758 -0.45970
C -0.21336 -0.38992 1.04814
C -0.58706 1.06337 1.33948
C -0.15485 -1.80100 -1.09661
N -0.09203 -1.30692 1.90417
N -0.04918 -0.59203 -0.30293
N 0.37378 0.58615 -1.08774
F -1.20113 0.94308 -2.01139
H 0.39723 3.18506 1.16641
H 1.13226 2.35623 -1.24326
H -0.80022 1.17946 2.49627
H -1.58823 1.10681 0.82133
H 0.86418 -2.02146 -1.33956
H -0.63703 -2.57634 -0.63555
H -0.65426 -1.61176 -1.98671
H 0.02006 -2.21322 1.53515
H 0.75518 0.27907 -2.05140
*
```

# 4
A structure of composition C5H9FN3. Source: the Open Molecules 2025 dataset; level of theory: the ωB97M-V functional and the def2-TZVPD basis.

Results
- Energy above the lowest of the compared OMol25 structures with the same formula, charge and spin: 0.0 kcal/mol
- <S²>: 2.02
- HOMO energy (alpha / beta): -9.3 / -13.7 eV
- Frontier orbital gap (alpha / beta): 6.072 / 7.574 eV
- E_LUMO (alpha / beta): -3.245 / -6.147 eV

```
! RIJCOSX wB97M-V def2-TZVPD def2/J DEFGRID3
* xyz 1 3
C 3.04309 -1.06346 0.00272
C 2.88715 0.13899 -0.75722
C 2.25954 -1.68882 0.90717
C 2.28054 1.32367 -0.58442
C 0.28878 -0.22565 1.08364
N 1.04129 -1.10669 1.22662
N -0.74282 0.52128 0.99732
N -2.83853 0.22085 -0.38172
F 1.65260 1.64639 0.53671
H 4.04519 -1.52244 -0.15385
H 3.41684 0.02132 -1.66726
H 2.46025 -2.67616 1.29710
H 2.45119 2.07273 -1.32030
H -1.96213 0.40677 0.40475
H -0.74370 1.59521 1.09892
H -2.28703 -0.06511 -1.23023
H -3.07572 1.18625 -0.56279
H -3.45236 -0.39721 0.09960
*
```

Number 1: energy -9530.2655 eV. Number 2: energy -11028.3049 eV. Number 3: energy -12505.8511 eV. Number 4: energy -12506.4445 eV.